a.
18
Properties=species:S:1:pos:R:3:mulliken_charge:R:1 method="wB97M-V/def2-TZVPD" gap_ev=6.81 smiles="C#CCC(C)=C(N)N" e_lumo_ev=0.8 charge=0 e_homo_ev=-6.0
C 0.051 -1.123 -1.059 -0.400
C 2.139 -0.509 0.334 -1.301
C -0.078 0.619 0.636 0.149
C 0.661 -0.405 0.101 0.005
N -0.399 0.596 1.974 -0.527
N -0.200 1.826 -0.013 -0.364
C -1.397 -0.646 -1.084 -0.593
C -2.553 -0.412 -1.342 0.011
H -1.153 1.239 2.184 0.232
H -0.613 -0.347 2.289 0.317
H 0.037 1.795 -0.997 0.308
H -1.067 2.312 0.174 0.237
H 0.594 -0.968 -1.997 0.326
H -0.033 -2.189 -0.815 0.242
H 2.627 0.451 0.127 0.287
H 2.368 -0.795 1.365 0.286
H 2.590 -1.257 -0.327 0.362
H -3.575 -0.188 -1.548 0.424

b.
18
Properties=species:S:1:pos:R:3:mulliken_charge:R:1 method="wB97M-V/def2-TZVPD" gap_ev=10.23 smiles=C#C[C@@]1(CN)CN1C e_lumo_ev=1.0 charge=0 e_homo_ev=-9.2
C 1.106 1.608 -0.679 -0.623
C -0.344 0.991 1.156 -0.370
C -0.056 -0.075 0.211 1.583
C -0.934 -1.123 -0.303 -0.583
C 1.171 -0.829 0.218 -1.253
C 2.140 -1.619 0.152 -0.152
H 1.109 2.796 -0.887 0.228
H 1.710 1.120 -1.588 0.232
H 1.732 1.193 0.256 0.235
H 0.553 1.329 1.687 0.287
H -1.426 1.217 1.525 0.294
H -0.989 -2.074 0.369 0.318
H -0.582 -1.224 -1.408 0.247
H -2.986 -1.070 -0.635 0.255
H -2.400 0.273 -0.823 0.204
H 3.166 -2.124 -0.231 0.336
N -0.225 1.223 -0.264 -0.538
N -2.401 -0.532 -0.135 -0.698

c.
18
Properties=species:S:1:pos:R:3:mulliken_charge:R:1 method="wB97M-V/def2-TZVPD" gap_ev=9.47 smiles=CCCc1c[nH]cn1 e_lumo_ev=0.9 charge=0 e_homo_ev=-8.5
C -0.460 1.196 -3.175 -1.244
C -0.526 0.852 -1.700 -0.449
C 0.798 0.396 -0.992 -0.652
C 0.402 -0.226 0.303 0.540
C -0.118 -1.460 0.667 -0.561
N -0.267 -1.386 2.045 -0.060
C 0.029 -0.134 2.436 -0.227
N 0.421 0.585 1.421 -0.600
H -1.437 1.459 -3.576 0.349
H 0.185 2.056 -3.381 0.312
H -0.015 0.362 -3.724 0.308
H -1.266 0.073 -1.551 0.348
H -0.914 1.664 -1.076 0.305
H 1.461 1.244 -0.866 0.315
H 1.243 -0.320 -1.690 0.324
H -0.250 -2.461 0.292 0.380
H -0.465 -2.234 2.558 0.202
H -0.167 0.296 3.405 0.408

Stability ranking, top entry: c; the second entry is 0.1573 hartree less favorable.

a.
18
Properties=species:S:1:pos:R:3:mulliken_charge:R:1 method="wB97M-V/def2-TZVPD" gap_ev=7.90 e_lumo_ev=0.4 charge=0 e_homo_ev=-7.5
C -1.199 -0.217 -0.999 -0.622
C -0.550 -1.502 -0.564 -0.286
C -1.458 0.683 0.172 -0.414
C 0.784 -1.278 0.190 -0.873
C -0.250 0.762 1.132 -0.844
C 0.973 0.231 0.358 0.045
N 1.525 1.711 -1.347 -1.065
N 0.827 0.779 -0.951 0.643
H -1.262 -1.996 0.104 0.326
H -0.395 -2.155 -1.425 0.258
H -1.724 1.680 -0.192 0.235
H -2.337 0.298 0.694 0.458
H 0.776 -1.747 1.174 0.392
H 1.615 -1.693 -0.381 0.347
H -0.076 1.793 1.448 0.343
H -0.390 0.137 2.018 0.342
H 1.915 0.493 0.854 0.447
H 1.225 2.019 -2.284 0.267

b.
18
Properties=species:S:1:pos:R:3:mulliken_charge:R:1 method="wB97M-V/def2-TZVPD" gap_ev=10.09 smiles="C1=NN2C[C@@H]2CCC1" e_lumo_ev=1.1 charge=0 e_homo_ev=-9.0
C -0.853 -1.019 -0.632 -0.536
C -1.306 0.413 -0.920 -0.501
C -1.349 1.368 0.145 -0.115
C 1.889 0.603 1.132 -0.263
C 1.032 -0.399 0.661 -0.375
C 0.661 -1.275 -0.579 -0.714
H -1.419 -1.586 -1.498 0.307
H -1.316 -1.315 0.330 0.316
H -0.634 0.863 -1.648 0.346
H -2.422 0.202 -1.174 0.284
H -2.183 2.110 0.464 0.369
H 1.860 0.700 2.196 0.355
H 2.831 0.560 0.703 0.263
H 0.518 -0.812 1.576 0.230
H 1.141 -0.739 -1.469 0.264
H 1.111 -2.218 -0.469 0.416
N -0.352 1.543 0.959 -0.621
N 0.792 1.000 0.224 -0.025

Stability ranking, top entry: b; the second entry is 0.0100 hartree less favorable.

a.
18
Properties=species:S:1:pos:R:3:mulliken_charge:R:1 method="wB97M-V/def2-TZVPD" gap_ev=8.71 e_lumo_ev=0.7 charge=0 e_homo_ev=-8.0
C -0.250 -1.619 0.016 -0.499
C 0.874 -1.062 -0.876 -0.518
C -1.913 0.150 0.662 -0.779
N -0.584 -0.450 0.832 -0.049
C 0.540 0.358 0.679 0.405
C 0.658 0.487 -0.903 0.142
C 0.721 1.821 -0.920 -0.814
N 1.343 0.664 1.639 -0.781
H 2.196 1.093 1.286 0.232
H -1.102 -1.986 -0.563 0.377
H 0.138 -2.425 0.651 0.272
H 0.785 -1.454 -1.894 0.363
H 1.886 -1.307 -0.519 0.237
H -2.291 0.499 1.627 0.263
H -1.877 1.019 -0.007 0.291
H -2.641 -0.559 0.253 0.353
H 1.380 2.422 -0.297 0.243
H 0.137 2.350 -1.666 0.262

b.
18
Properties=species:S:1:pos:R:3:mulliken_charge:R:1 method="wB97M-V/def2-TZVPD" gap_ev=8.89 e_lumo_ev=0.7 charge=0 e_homo_ev=-8.1
C 0.084 0.877 0.402 0.413
C 0.442 -0.253 1.584 -0.576
C -0.679 -0.504 0.640 0.054
C -0.830 -1.305 -0.591 -0.789
C 1.185 -0.569 -1.383 -0.509
C 0.437 0.733 -1.062 -0.075
H -0.809 2.148 1.916 0.333
H -0.712 2.711 0.149 0.346
H 1.284 -1.013 1.588 0.257
H 0.006 0.353 2.466 0.152
H -1.638 -0.599 1.158 0.294
H -0.429 -2.428 -0.471 0.195
H -1.906 -1.631 -0.725 0.394
H 1.392 -1.443 -0.641 0.068
H 1.718 -0.331 -2.190 0.375
H 0.778 1.399 -1.962 0.294
N 0.021 2.264 0.821 -0.740
N -0.343 -0.408 -1.701 -0.486

Stability ranking, top entry: a; the second entry is 0.0780 hartree less favorable.